Entry 1:
This record from the OMol25 dataset describes the molecule C20H22ClFN4O3. The level of theory is ωB97M-V/def2-TZVPD.

The geometry in ORCA input format:
```
! wB97M-V def2-TZVPD RIJCOSX def2/J DEFGRID3
* xyz 0 1
O -4.847 -0.888 -1.245
C -4.222 -0.232 -0.450
N -2.918 -0.480 -0.116
C -2.135 -1.492 -0.652
C -2.406 -2.394 -1.661
C -1.232 -3.147 -1.772
N -0.322 -2.747 -0.910
N -0.872 -1.744 -0.213
C -0.129 -1.038 0.807
C 0.770 0.041 0.182
H 0.199 0.635 -0.535
H 1.128 0.700 0.974
C 1.965 -0.604 -0.524
N 2.707 -1.405 0.417
C 3.935 -1.139 0.896
O 4.500 -1.831 1.720
C 4.630 0.078 0.335
C 5.686 -0.078 -0.553
C 6.400 1.031 -0.982
C 6.090 2.303 -0.524
C 5.049 2.467 0.372
C 4.337 1.358 0.788
F 3.313 1.534 1.653
H 4.788 3.442 0.752
H 6.660 3.154 -0.860
Cl 7.697 0.823 -2.099
H 5.947 -1.065 -0.900
C 1.942 -2.513 0.946
C 0.704 -1.992 1.674
H 1.018 -1.445 2.565
H 0.087 -2.836 1.983
H 2.584 -3.064 1.635
H 1.633 -3.157 0.119
H 2.609 0.160 -0.964
H 1.601 -1.264 -1.319
H -0.865 -0.554 1.463
H -1.020 -3.955 -2.443
H -3.313 -2.482 -2.218
H -2.482 0.125 0.565
C -4.791 0.957 0.320
H -4.839 0.672 1.375
C -6.194 1.358 -0.189
H -6.534 0.691 -0.984
O -6.090 2.659 -0.724
C -5.056 3.307 -0.026
H -4.743 4.171 -0.611
H -5.407 3.644 0.962
C -3.963 2.244 0.137
H -3.306 2.461 0.978
H -3.372 2.187 -0.778
H -6.920 1.343 0.635
*
```

Properties
Energy above the lowest of the compared OMol25 structures with the same formula, charge and spin   41.36 kcal per mole
SMILES   O=C(Nc1ccnn1C1CCN(C(=O)c2cc(Cl)ccc2F)CC1)[C@H]1CCOC1
Kohn-Sham gap   8.995 eV
HOMO   -8.8 eV
E_LUMO   0.22 eV

These are the Mulliken partial charges, in e, on atoms 1 to 2: number 1, O, carries -0.65; number 2, C, carries 0.24



Entry 2:
This record from the OMol25 dataset describes a cluster of 6 separate species, C20H22F4N2O12 in total in a non-equilibrium geometry. The level of theory is ωB97M-V/def2-TZVPD.

The geometry in ORCA input format:
```
! wB97M-V def2-TZVPD RIJCOSX def2/J DEFGRID3
* xyz 0 1
N 2.079 1.079 -4.290
C 0.978 1.546 -4.917
C 1.313 2.679 -5.595
C 2.747 2.896 -5.333
C 3.124 1.938 -4.467
H 2.014 0.358 -3.610
H 0.042 1.036 -4.715
H 0.722 3.146 -6.352
H 3.417 3.639 -5.731
H 4.053 1.801 -3.977
N 0.620 -2.927 5.893
C -0.569 -2.659 5.296
C -0.316 -2.534 4.000
C 1.111 -2.706 3.769
C 1.649 -2.971 5.002
H 0.765 -3.050 6.881
H -1.510 -2.536 5.804
H -1.028 -2.358 3.239
H 1.634 -2.718 2.806
H 2.687 -2.946 5.305
C 0.795 4.065 -2.197
C -0.182 4.040 -1.082
O 0.164 2.901 -0.284
C 1.207 2.222 -0.940
O 1.663 1.224 -0.516
O 1.603 2.898 -1.995
F -1.452 3.949 -1.579
H 1.472 4.901 -2.245
H 0.251 3.921 -3.156
H -0.250 4.992 -0.541
C 0.210 1.970 4.086
C -0.139 3.380 4.275
O -1.158 3.576 3.361
C -1.269 2.532 2.428
O -2.074 2.563 1.566
O -0.389 1.556 2.826
F 0.874 4.193 3.751
H -0.310 1.526 4.864
H 1.288 1.755 3.960
H -0.489 3.602 5.339
C -0.898 -4.615 -0.672
C -1.455 -5.859 0.129
O -2.841 -5.553 0.064
C -3.059 -4.267 -0.092
O -4.116 -3.761 0.031
O -1.965 -3.664 -0.543
F -0.999 -5.898 1.371
H -0.749 -4.742 -1.730
H -0.028 -4.251 -0.236
H -1.334 -6.853 -0.308
C -1.317 -0.413 -0.936
C -1.722 -0.106 -2.370
O -0.884 -0.837 -3.188
C 0.200 -1.255 -2.435
O 1.207 -1.718 -2.891
O -0.098 -1.139 -1.145
F -1.305 1.228 -2.563
H -2.048 -1.047 -0.448
H -1.089 0.445 -0.334
H -2.848 -0.172 -2.635
*
```

Properties
SMILES   O=C1OC[C@@H](F)O1.O=C1OC[C@@H](F)O1.O=C1OC[C@@H](F)O1.O=C1OC[C@@H](F)O1.c1cc[nH]c1.c1cc[nH]c1
Kohn-Sham gap   8.569 eV
HOMO   -8.1 eV
E_LUMO   0.47 eV

These are the Mulliken partial charges, in e, on atoms 1 to 2: number 1, N, carries 0.19; number 2, C, carries -0.26



Entry 3:
This record from the OMol25 dataset describes a structure of composition C20H22F9MgO11 in a non-equilibrium geometry. The level of theory is ωB97M-V/def2-TZVPD.

The geometry in ORCA input format:
```
! wB97M-V def2-TZVPD RIJCOSX def2/J DEFGRID3
* xyz -1 1
Mg 19.688 1.161 23.945
C 20.372 2.457 27.784
C 20.323 2.112 26.467
C 21.388 2.657 25.493
O 21.254 2.230 24.296
C 22.338 3.521 25.915
C 22.433 3.908 27.286
C 21.383 3.342 28.269
O 21.458 3.678 29.435
O 23.298 4.644 27.714
O 19.435 1.380 25.913
H 19.583 2.053 28.405
H 23.057 3.823 25.160
C 20.710 -0.099 20.149
C 20.122 1.055 20.936
O 19.451 0.647 22.088
H 19.925 -0.827 19.917
H 21.514 -0.660 20.628
H 21.112 0.251 19.188
H 19.442 1.635 20.286
H 20.952 1.728 21.236
C 20.365 6.069 22.334
C 19.829 4.779 22.963
O 18.391 4.781 22.818
C 17.803 3.657 23.088
O 18.285 2.692 23.602
C 16.327 3.704 22.642
F 15.637 4.603 23.375
F 16.253 4.086 21.364
F 15.744 2.526 22.762
H 20.137 6.915 22.984
H 19.842 6.227 21.391
H 21.446 5.992 22.270
H 20.115 4.738 24.013
H 20.234 3.900 22.465
C 24.376 -0.314 25.065
C 23.458 -1.301 24.383
O 22.486 -1.806 25.296
C 21.275 -1.297 25.247
O 20.883 -0.549 24.403
C 20.399 -1.793 26.421
F 19.141 -1.901 26.012
F 20.798 -3.010 26.839
F 20.464 -0.958 27.442
H 25.043 -0.789 25.780
H 23.771 0.450 25.559
H 24.940 0.218 24.298
H 23.958 -2.161 23.936
H 23.011 -0.795 23.522
C 17.288 -2.227 21.948
C 16.540 -0.899 21.999
O 15.766 -0.796 23.228
C 16.433 -0.426 24.301
O 17.527 0.041 24.354
C 15.571 -0.617 25.562
F 14.592 0.298 25.611
F 15.014 -1.831 25.580
F 16.322 -0.481 26.651
H 16.646 -3.098 21.795
H 17.883 -2.352 22.851
H 17.969 -2.175 21.102
H 15.759 -0.872 21.243
H 17.309 -0.128 21.907
*
```

Properties
Energy above the lowest of the compared OMol25 structures with the same formula, charge and spin   0.00 kcal per mole
Kohn-Sham gap   6.870 eV
HOMO   -4.4 eV
E_LUMO   2.48 eV

These are the Mulliken partial charges, in e, on atoms 1 to 2: number 1, Mg, carries 1.85; number 2, C, carries -0.67



Entry 4:
This record from the OMol25 dataset describes a structure of composition C20H22FeN4O4S. The level of theory is ωB97M-V/def2-TZVPD.

The geometry in ORCA input format:
```
! wB97M-V def2-TZVPD RIJCOSX def2/J DEFGRID3
* xyz 2 5
Fe 0.471 0.471 0.000
C -0.046 3.121 -1.255
C 0.689 2.486 -2.428
O 1.237 1.223 -2.020
C 2.659 1.110 -2.208
C 3.204 0.172 -1.171
O 2.671 0.627 0.076
C 3.120 -0.046 1.255
C 2.486 0.689 2.428
O 1.223 1.238 2.020
C 1.111 2.659 2.208
C 0.172 3.204 1.171
O 0.627 2.671 -0.076
H -1.091 2.809 -1.232
H -0.011 4.208 -1.327
H 1.493 3.131 -2.775
H -0.003 2.324 -3.254
H 3.115 2.094 -2.093
H 2.876 0.726 -3.206
H 4.294 0.218 -1.171
H 2.895 -0.858 -1.366
H 4.208 -0.011 1.327
H 2.809 -1.091 1.232
H 3.132 1.493 2.775
H 2.325 -0.002 3.255
H 2.095 3.115 2.093
H 0.727 2.877 3.206
H 0.219 4.295 1.171
H -0.857 2.895 1.367
S -4.909 -4.909 0.000
N -5.049 -3.308 0.012
C -3.819 -2.820 0.008
C -3.466 -1.413 0.039
C -4.409 -0.386 0.092
C -3.971 0.917 0.156
C -2.603 1.161 0.161
N -1.689 0.194 0.090
C -2.112 -1.082 0.032
C -1.082 -2.112 -0.032
N 0.194 -1.689 -0.090
C 1.161 -2.603 -0.161
C 0.917 -3.971 -0.156
C -0.386 -4.409 -0.092
C -1.413 -3.465 -0.039
C -2.820 -3.819 -0.009
N -3.308 -5.049 -0.013
H -5.462 -0.636 0.086
H -4.665 1.743 0.208
H -2.241 2.175 0.234
H 2.175 -2.241 -0.234
H 1.744 -4.665 -0.208
H -0.636 -5.462 -0.087
*
```

Properties
Kohn-Sham gap (alpha / beta)   8.293 / 8.044 eV
HOMO (alpha / beta)   -14.7 / -14.7 eV
E_LUMO (alpha / beta)   -6.36 / -6.61 eV

These are the Mulliken partial charges, in e, on atoms 1 to 2: number 1, Fe, carries 0.93; number 2, C, carries -0.35



Entry 5:
This record from the OMol25 dataset describes the molecule C20H22N2O. The level of theory is ωB97M-V/def2-TZVPD.

The geometry in ORCA input format:
```
! wB97M-V def2-TZVPD RIJCOSX def2/J DEFGRID3
* xyz 0 1
C -3.811 -2.431 0.811
C -2.307 -2.510 0.536
N -1.550 -1.290 0.741
H -1.755 -0.906 1.658
C -1.697 -0.254 -0.273
C -3.031 0.455 -0.282
C -3.813 0.486 -1.429
C -5.038 1.130 -1.428
C -5.490 1.759 -0.281
C -4.709 1.746 0.862
C -3.487 1.099 0.861
H -2.876 1.105 1.753
H -5.052 2.245 1.757
H -6.445 2.263 -0.280
H -5.639 1.143 -2.326
H -3.463 -0.002 -2.329
H -1.534 -0.731 -1.248
C -0.559 0.776 -0.084
O -0.791 1.961 0.030
C 0.782 0.224 -0.065
C 1.172 -1.088 -0.226
N 2.518 -1.186 -0.139
C 3.058 0.057 0.084
C 4.388 0.441 0.248
C 4.612 1.789 0.457
C 3.568 2.715 0.506
C 2.254 2.330 0.347
C 1.991 0.980 0.134
H 1.444 3.039 0.383
H 3.804 3.755 0.673
H 5.627 2.136 0.590
C 5.511 -0.554 0.159
H 6.397 -0.144 0.647
C 5.846 -0.874 -1.300
H 6.160 0.029 -1.817
H 6.650 -1.604 -1.355
H 4.977 -1.274 -1.819
H 5.238 -1.474 0.683
H 3.044 -2.041 -0.211
H 0.563 -1.956 -0.384
H -2.142 -2.833 -0.496
H -1.867 -3.262 1.200
H -4.301 -1.755 0.115
H -4.257 -3.418 0.711
H -3.991 -2.071 1.823
*
```

Properties
Energy above the lowest of the compared OMol25 structures with the same formula, charge and spin   20.10 kcal per mole
SMILES   CCN[C@H](C(=O)c1c[nH]c2c(CC)cccc12)c1ccccc1
Kohn-Sham gap   8.536 eV
HOMO   -7.9 eV
E_LUMO   0.60 eV

These are the Mulliken partial charges, in e, on atoms 1 to 2: number 1, C, carries -1.08; number 2, C, carries -0.59



Entry 6:
This record from the OMol25 dataset describes the molecule C20H22N2O2. The level of theory is ωB97M-V/def2-TZVPD.

The geometry in ORCA input format:
```
! wB97M-V def2-TZVPD RIJCOSX def2/J DEFGRID3
* xyz 0 1
C 2.849 5.447 2.878
N 3.126 4.809 1.618
C 4.520 4.450 1.429
C 4.470 3.411 0.319
H 5.378 2.815 0.257
H 4.303 3.904 -0.639
C 3.244 2.593 0.719
H 2.794 2.060 -0.113
H 3.523 1.864 1.482
C 2.293 3.639 1.322
C 1.172 4.079 0.370
C 0.129 2.995 0.096
N 0.590 2.076 -0.918
C 0.082 0.820 -1.123
C -0.731 0.162 -0.209
C -1.158 -1.147 -0.430
C -0.773 -1.817 -1.595
C 0.034 -1.162 -2.525
C 0.449 0.126 -2.292
H 1.075 0.623 -3.020
H 0.320 -1.684 -3.424
O -1.149 -3.093 -1.881
C -1.928 -3.756 -0.999
C -2.284 -5.067 -1.326
C -3.075 -5.799 -0.470
C -3.527 -5.244 0.725
C -3.180 -3.954 1.052
C -2.378 -3.189 0.200
C -2.014 -1.812 0.563
O -2.386 -1.273 1.592
H -3.513 -3.492 1.970
H -4.147 -5.827 1.389
H -3.346 -6.811 -0.729
H -1.925 -5.480 -2.255
H -1.067 0.630 0.702
H 0.964 2.524 -1.743
H -0.818 3.467 -0.210
H -0.054 2.436 1.015
H 0.673 4.938 0.822
H 1.617 4.418 -0.567
H 1.828 3.245 2.239
H 5.096 5.340 1.163
H 4.961 4.012 2.342
H 1.799 5.732 2.917
H 3.455 6.350 2.956
H 3.072 4.802 3.745
*
```

Properties
Energy above the lowest of the compared OMol25 structures with the same formula, charge and spin   35.29 kcal per mole
SMILES   CN1CCC[C@@H]1CCNc1ccc2oc3ccccc3c(=O)c2c1
Kohn-Sham gap   7.659 eV
HOMO   -7.7 eV
E_LUMO   0.00 eV

These are the Mulliken partial charges, in e, on atoms 1 to 2: number 1, C, carries -1.14; number 2, N, carries -0.01